1.
The following is a quantum chemistry calculation of C37H44F9LiN2O2P2SSi2 as an isolated structure at a distorted geometry, from the OMol25 dataset.

Last column: Mulliken charge in e.
Atoms and positions in Å:
Li1 1.22 0.04 -0.63  1.0899
C1 0.78 3.77 -2.88  -0.9756
Si1 0.13 3.69 -1.11  0.3987
C2 1.38 4.71 -0.12  -0.9767
C3 -1.46 4.74 -1.12  -1.2254
N1 -0.06 2.07 -0.67  0.4105
P1 -0.61 1.50 0.74  1.7707
C4 -0.03 0.02 1.32  -1.5755
P2 -0.61 -1.42 0.66  0.6842
N2 -0.33 -1.81 -0.88  0.8901
Si2 -0.22 -3.39 -1.48  0.4162
C5 1.56 -3.97 -1.72  -0.9541
C6 -1.05 -4.83 -0.56  -1.3585
C7 -1.09 -3.48 -3.18  -1.4133
C8 -2.41 -1.77 0.99  0.2738
C9 -2.92 -1.66 2.28  -0.4895
C10 -4.25 -1.95 2.55  -0.9080
C11 -5.10 -2.31 1.51  -0.5330
C12 -4.62 -2.35 0.21  -0.8393
C13 -3.28 -2.08 -0.05  -0.2801
C14 0.18 -2.69 1.77  0.0758
C15 1.58 -2.55 1.86  -0.1215
C16 2.33 -3.40 2.66  -0.6967
C17 1.72 -4.41 3.39  -0.6518
C18 0.34 -4.57 3.30  -0.6398
C19 -0.41 -3.72 2.50  -0.5471
C20 -0.11 2.70 2.07  0.1213
C21 1.15 2.48 2.64  -0.3856
C22 1.67 3.37 3.58  -0.5732
C23 0.93 4.49 3.96  -0.5561
C24 -0.31 4.71 3.40  -0.7723
C25 -0.82 3.83 2.46  -0.1611
C26 -2.44 1.76 0.74  0.1488
C27 -3.20 1.75 1.91  -0.3540
C28 -4.58 1.93 1.86  -0.7571
C29 -5.22 2.09 0.64  -0.5102
C30 -4.48 2.06 -0.53  -0.8546
C31 -3.11 1.88 -0.48  -0.0855
H1 1.09 4.80 -3.13  0.4123
H2 0.03 3.46 -3.63  0.2676
H3 1.65 3.12 -2.98  0.0832
H4 1.77 5.54 -0.72  0.4283
H5 2.23 4.08 0.17  0.0742
H6 0.96 5.13 0.80  0.3342
H7 -1.23 5.79 -1.34  0.4140
H8 -1.98 4.69 -0.16  0.2134
H9 -2.17 4.38 -1.88  0.2966
H10 2.01 -4.14 -0.73  0.2578
H11 2.17 -3.21 -2.22  0.0355
H12 1.62 -4.90 -2.29  0.4369
H13 -0.44 -5.15 0.29  0.3003
H14 -1.17 -5.69 -1.23  0.4608
H15 -2.04 -4.56 -0.18  0.3271
H16 -0.96 -2.57 -3.77  0.3900
H17 -2.16 -3.63 -3.04  0.3020
H18 -0.70 -4.32 -3.77  0.3950
H19 -2.25 -1.35 3.08  0.5803
H20 -4.63 -1.88 3.56  0.3833
H21 -6.15 -2.53 1.72  0.3270
H22 -5.29 -2.60 -0.60  0.3819
H23 -2.89 -2.13 -1.05  0.2037
H24 2.06 -1.76 1.29  0.0786
H25 3.41 -3.27 2.71  0.4324
H26 2.30 -5.07 4.02  0.3364
H27 -0.15 -5.36 3.85  0.3722
H28 -1.48 -3.88 2.43  0.3268
H29 1.69 1.60 2.35  0.0377
H30 2.64 3.18 4.01  0.4335
H31 1.34 5.18 4.69  0.3171
H32 -0.89 5.59 3.69  0.3557
H33 -1.79 4.03 2.01  0.1249
H34 -2.70 1.61 2.86  0.4763
H35 -5.15 1.93 2.78  0.3715
H36 -6.30 2.23 0.61  0.3229
H37 -4.98 2.16 -1.49  0.3807
H38 -2.51 1.87 -1.38  0.0400
C32 -0.66 0.28 -3.51  0.4630
S1 1.11 0.47 -3.77  0.2754
C33 1.39 -1.11 -4.61  -0.6405
O1 1.74 0.29 -2.44  -0.5840
H39 -1.16 0.16 -4.48  0.7335
H40 -0.98 1.19 -3.01  -0.4543
H41 -0.81 -0.57 -2.84  -0.5881
H42 0.81 -1.13 -5.54  0.4175
H43 1.10 -1.91 -3.94  -0.3080
H44 2.45 -1.17 -4.83  0.3970
F1 4.61 0.45 -2.74  -0.2785
C34 4.73 -0.53 -1.82  0.2099
F2 6.05 -0.86 -1.83  -0.3420
F3 4.07 -1.59 -2.28  -0.2014
C35 4.19 -0.12 -0.37  0.6847
O2 2.95 -0.47 -0.15  0.4012
C36 5.11 -0.85 0.69  0.3791
F4 6.38 -0.37 0.81  -0.3006
F5 4.56 -0.79 1.91  -0.2455
F6 5.23 -2.17 0.39  -0.2908
C37 4.43 1.43 -0.20  0.2579
F7 5.66 1.84 -0.59  -0.3302
F8 3.54 2.14 -0.88  -0.1536
F9 4.31 1.78 1.10  -0.2983

Summary:
HOMO energy = -1.422 eV
total charge = -2
LUMO energy = 4.1 eV
calculated total energy = -4262.7832 Ha
energy above the lowest of the compared OMol25 structures with the same formula, charge and spin = 0.0 kcal/mol

2.
The following is a quantum chemistry calculation of a 3-piece molecular cluster, C12H26FO3S overall at a distorted geometry, from the OMol25 dataset.

Last column: Mulliken charge in e.
Atoms and positions in Å:
C1 -2.90 0.52 2.79  -1.2029
C2 -2.43 -0.47 1.72  -0.4365
C3 -1.35 0.08 0.84  -0.5424
O1 -0.06 -0.34 1.38  -0.2776
S1 1.12 -0.10 0.35  0.3323
C4 2.52 0.46 1.39  0.3422
F1 3.41 -0.58 1.45  -0.2770
C5 3.20 1.69 0.85  -0.5864
C6 2.31 2.70 0.14  -1.2754
H1 -3.74 1.08 2.41  0.3141
H2 -3.23 0.02 3.68  0.3635
H3 -2.13 1.24 3.04  0.3270
H4 -2.09 -1.39 2.17  0.3219
H5 -3.28 -0.74 1.11  0.3887
H6 -1.51 -0.26 -0.18  0.3747
H7 -1.41 1.16 0.86  0.4817
H8 1.50 -1.36 -0.01  0.0903
H9 2.15 0.59 2.40  0.3649
H10 4.05 1.41 0.25  0.3676
H11 3.61 2.19 1.71  0.2823
H12 2.96 3.42 -0.33  0.3768
H13 1.72 3.27 0.84  0.3517
H14 1.71 2.28 -0.65  0.4597
C7 -3.60 1.70 -2.45  -1.1159
C8 -3.50 2.64 -1.27  0.8678
O2 -2.53 2.65 -0.54  -0.5427
C9 -4.65 3.58 -1.05  -1.1744
H15 -2.70 1.08 -2.50  0.2379
H16 -4.47 1.05 -2.33  0.3292
H17 -3.70 2.27 -3.37  0.3813
H18 -5.57 3.01 -0.88  0.3443
H19 -4.79 4.22 -1.92  0.3713
H20 -4.46 4.20 -0.18  0.3026
C10 3.44 -5.41 -1.89  -1.1344
C11 3.19 -3.95 -1.62  0.8545
O3 2.80 -3.19 -2.47  -0.5605
C12 3.43 -3.45 -0.21  -0.6647
H21 3.22 -5.62 -2.93  0.3152
H22 4.48 -5.65 -1.69  0.3291
H23 2.80 -6.02 -1.25  0.3217
H24 4.47 -3.60 0.08  0.4007
H25 2.78 -3.97 0.49  0.3721
H26 3.22 -2.38 -0.19  -0.1760

Summary:
HOMO energy = -12.267 eV
total charge = +1
LUMO energy = -3.8 eV
calculated total energy = -1196.2755 Ha

3.
The following is a quantum chemistry calculation of C6H8 as an isolated structure at a distorted geometry, from the OMol25 dataset.

Last column: Mulliken charge in e.
Atoms and positions in Å:
C1 -1.58 -0.23 1.10  -0.6967
C2 -0.59 0.26 1.75  -0.1843
C3 1.77 -1.26 -0.44  -0.8211
C4 0.43 -1.11 -0.40  -0.2609
C5 -0.30 -0.10 0.27  0.3942
C6 -0.40 1.47 -0.89  -1.0599
H1 -2.49 -0.72 1.12  0.4174
H2 -0.24 0.81 2.68  0.3152
H3 2.32 -2.00 -0.88  0.3439
H4 2.37 -0.78 0.22  0.3244
H5 -0.13 -1.60 -1.21  0.2741
H6 -1.37 1.89 -0.86  0.3662
H7 -0.15 1.14 -1.90  0.3173
H8 0.37 2.24 -0.57  0.2702

Summary:
HOMO energy = -8.573 eV
LUMO energy = 1.2 eV
calculated total energy = -233.2220 Ha
energy above the lowest of the compared OMol25 structures with the same formula, charge and spin = 103.5 kcal/mol

4.
The following is a quantum chemistry calculation of an isolated molecule of C3H5BO2 at a distorted geometry, from the OMol25 dataset.

Last column: Mulliken charge in e.
Atoms and positions in Å:
O1 1.53 -1.11 -1.38  -0.4925
B1 0.33 -0.94 -0.85  0.5255
O2 -0.64 -1.90 -0.81  -0.5359
C1 0.01 0.27 0.09  0.2001
C2 0.66 1.24 0.98  -0.4764
C3 -0.82 1.30 0.80  -0.4157
H1 1.82 -1.93 -1.65  0.2661
H2 -0.38 -2.82 -1.15  0.2816
H3 1.52 1.82 1.06  0.3377
H4 -1.54 1.14 1.73  0.1718
H5 -1.29 2.03 0.02  0.1379

Summary:
HOMO energy = -8.537 eV
LUMO energy = 0.2 eV
calculated total energy = -292.6095 Ha
structure (SMILES) = OB(O)C1=CC1
energy above the lowest of the compared OMol25 structures with the same formula, charge and spin = 56.1 kcal/mol

5.
The following is a quantum chemistry calculation of a 2-piece molecular cluster, C5H10O3 overall at a distorted geometry, from the OMol25 dataset.

Last column: Mulliken charge in e.
Atoms and positions in Å:
C1 -0.09 1.81 0.32  -1.3406
C2 0.91 1.07 -0.09  0.6248
C3 1.92 0.40 -0.56  -0.2339
C4 1.99 -1.07 -0.84  -0.9270
H1 -0.14 2.18 1.34  0.3457
H2 -0.62 2.44 -0.39  0.3337
H3 2.82 0.96 -0.80  0.3581
H4 1.01 -1.54 -0.78  0.2338
H5 2.38 -1.24 -1.84  0.3423
H6 2.66 -1.55 -0.12  0.2817
C5 -2.34 -0.31 -0.26  -0.4710
O1 -1.22 -1.08 -0.33  -0.2678
O2 -0.61 -1.47 1.06  -0.0439
O3 -0.87 -0.54 2.04  -0.3048
H7 -2.57 0.07 -1.26  0.2890
H8 -1.99 0.70 0.24  0.1973
H9 -3.19 -0.83 0.19  0.2644
H10 -0.06 0.01 2.10  0.3184

Summary:
HOMO energy = -9.606 eV
LUMO energy = 0.8 eV
calculated total energy = -421.9383 Ha
structure (SMILES) = C=C=CC.COOO
energy above the lowest of the compared OMol25 structures with the same formula, charge and spin = 199.7 kcal/mol

6.
The following is a quantum chemistry calculation of a 2-piece molecular cluster, C3H7NO4 overall, from the OMol25 dataset.

Last column: Mulliken charge in e.
Atoms and positions in Å:
O1 2.37 0.94 2.08  -0.4649
C1 1.60 0.39 1.36  0.0642
C2 0.72 1.16 0.37  -0.4788
N1 -0.20 0.33 -0.34  -0.1015
C3 -1.49 0.04 -0.02  0.6124
O2 -2.11 -0.84 -0.56  -0.5824
O3 -2.03 0.78 0.99  -0.4788
H1 1.45 -0.70 1.32  0.3323
H2 0.19 1.94 0.91  0.2124
H3 1.43 1.63 -0.31  0.3273
H4 0.18 -0.28 -1.05  0.2464
H5 -1.88 1.72 0.86  0.3354
O4 0.12 -2.04 -1.94  -0.6740
H6 -0.83 -2.14 -1.75  0.3468
H7 0.49 -2.93 -1.92  0.3033

Summary:
HOMO energy = -9.833 eV
LUMO energy = 0.5 eV
calculated total energy = -474.2409 Ha
structure (SMILES) = O=CCNC(=O)O.O
energy above the lowest of the compared OMol25 structures with the same formula, charge and spin = 28.4 kcal/mol